# 1
# C61H99N11O3PS

C61H99N11O3PS as an isolated structure (wB97M-V/def2-TZVPD, OMol25).

CARTESIAN COORDINATES (ANGSTROEM)
C 4.20256 2.59087 1.05419
C 2.99148 2.81133 0.07730
O 2.08327 1.70548 0.23524
C 1.45904 1.34396 -0.93867
O 1.12818 2.19493 -1.72913
C 1.22485 -0.17470 -1.12942
C -0.03891 -0.45790 -2.05224
C -1.01520 -1.52504 -1.46906
C -2.21255 -0.97478 -0.60532
C -2.92884 0.04468 -1.56404
C -3.12824 -0.28486 -3.04482
C -2.97252 0.82048 -3.94752
C -3.16320 0.71545 -5.34573
C -3.51202 -0.51220 -5.96690
C -3.67010 -1.68088 -5.07266
C -4.02809 -3.14647 -5.56399
C -3.49060 -1.51076 -3.67085
N -1.67542 -0.19602 0.59856
C -2.66110 0.80596 1.13459
C -2.54197 1.29196 2.58402
N -2.78521 2.51639 2.81956
C -1.05791 -1.13199 1.58263
C 0.01778 -0.51245 2.55892
C 1.33957 -1.29221 2.56474
C 1.45611 -2.71672 2.61852
C 2.71752 -3.42470 2.57159
C 3.94136 -2.69021 2.49378
C 3.86365 -1.25196 2.46931
C 2.59266 -0.57259 2.50911
C -2.20005 -1.92478 2.26403
O -3.28960 -2.20956 1.40067
C -3.13122 -2.12712 -0.00254
C -4.66414 -2.05631 -0.48133
C -5.56667 -2.85212 0.56240
N -6.83925 -3.13644 -0.19528
P -2.61689 -3.88938 -0.56477
S -1.12698 -4.64053 0.42553
H 4.93485 3.40920 0.87638
H 3.87699 2.59491 2.11804
H 4.70933 1.64048 0.78436
H 3.42491 2.90398 -0.93560
H 2.52594 3.77026 0.40323
H 2.14429 -0.59869 -1.58386
H 1.02983 -0.61484 -0.12141
H 0.40094 -0.91197 -2.97140
H -0.47472 0.50245 -2.38118
H -1.36682 -2.12597 -2.33519
H -0.37987 -2.26241 -0.92214
H -3.90675 0.43177 -1.19341
H -2.28610 0.96142 -1.53738
H -2.71028 1.81287 -3.53632
H -3.06427 1.60304 -5.99778
H -3.67741 -0.61584 -7.07138
H -3.07354 -3.69638 -5.74156
H -4.60613 -3.67559 -4.78003
H -4.58075 -3.04228 -6.51785
H -3.60512 -2.40672 -3.04183
H -0.89457 0.38541 0.25647
H -3.68884 0.38941 1.02249
H -2.54654 1.72699 0.52054
H -2.21924 0.68284 3.45880
H -2.65036 2.71895 3.81412
H -0.44994 -1.94494 1.10912
H 0.21354 0.54595 2.27804
H -0.41278 -0.59312 3.58808
H 0.54995 -3.35593 2.64562
H 2.72837 -4.52978 2.56902
H 4.93670 -3.15880 2.45019
H 4.76541 -0.62152 2.42632
H 2.58284 0.52732 2.48613
H -1.79044 -2.88476 2.65949
H -2.57951 -1.38099 3.16164
H -5.08731 -1.03769 -0.41667
H -4.83749 -2.58482 -1.43610
H -5.14427 -3.83530 0.84052
H -5.86799 -2.22269 1.41787
H -7.40818 -3.69815 0.44421
H -6.56541 -3.80863 -0.91926
H -2.43066 -3.93476 -1.98662
H -3.70105 -4.79842 -0.35630
C 5.32768 -1.54933 7.87346
C 4.82667 -2.92399 7.44933
C 4.19315 -2.92622 6.05644
C 2.99891 -2.14536 5.95834
N 2.05297 -1.51536 5.87985
H 4.50995 -0.83003 7.95371
H 5.81120 -1.61013 8.84990
H 6.05637 -1.16346 7.15633
H 4.11309 -3.29307 8.19018
H 5.66990 -3.61839 7.44700
H 3.95265 -3.95779 5.78503
H 4.91202 -2.56214 5.31752
C -2.09120 -2.61079 -11.49175
C -1.68832 -2.08886 -10.11794
C -2.52153 -2.67905 -8.97918
C -3.92586 -2.27694 -9.06445
N -5.02858 -1.96179 -9.13533
H -3.11749 -2.33221 -11.73995
H -1.43992 -2.19087 -12.25876
H -2.01010 -3.69942 -11.53784
H -1.76493 -0.99963 -10.10883
H -0.63800 -2.33655 -9.94620
H -2.11250 -2.33521 -8.02468
H -2.44612 -3.76920 -8.97987
C 10.46957 1.15014 5.21799
C 9.51295 0.93806 6.38566
C 9.31854 -0.53725 6.74363
C 8.66638 -1.29128 5.67198
N 8.15472 -1.88265 4.83010
H 10.08541 0.70232 4.29861
H 10.60753 2.21701 5.03365
H 11.44844 0.71432 5.42898
H 8.54955 1.39905 6.15102
H 9.90992 1.45797 7.25954
H 8.70431 -0.60640 7.64488
H 10.28141 -0.99405 6.98269
C -5.00428 6.11121 4.78682
C -3.81553 6.68554 5.54886
C -2.58226 5.77944 5.50888
C -2.80539 4.50656 6.19678
N -2.98546 3.50457 6.72875
H -5.34748 5.17390 5.22958
H -5.83944 6.81226 4.80806
H -4.74663 5.92358 3.74168
H -4.10781 6.87688 6.58374
H -3.55135 7.65034 5.10966
H -1.74558 6.29455 5.98665
H -2.28810 5.59318 4.47300
C -0.60144 -10.11233 -1.33427
C -1.88763 -9.67111 -2.02318
C -1.75481 -8.32243 -2.73698
C -1.51001 -7.22149 -1.80375
N -1.31056 -6.35395 -1.06634
H -0.31430 -9.41841 -0.54149
H -0.73544 -11.09501 -0.88107
H 0.22273 -10.17872 -2.04768
H -2.69537 -9.62969 -1.28861
H -2.16695 -10.42722 -2.76032
H -2.67687 -8.11816 -3.28724
H -0.95039 -8.36623 -3.47470
C -4.13139 3.95291 -8.55052
C -4.92633 3.26374 -9.65359
C -4.53660 1.79608 -9.84857
C -3.15881 1.64383 -10.32081
N -2.07628 1.52502 -10.68784
H -3.06602 3.98932 -8.78937
H -4.47687 4.97918 -8.42164
H -4.25313 3.43363 -7.59670
H -4.79863 3.81374 -10.58889
H -5.98781 3.30979 -9.40000
H -5.20940 1.34181 -10.57942
H -4.66986 1.24584 -8.91396
C -3.74470 3.66709 -1.69388
C -3.75113 5.17345 -1.92332
C -5.13120 5.71280 -2.30409
C -5.58702 5.19520 -3.59521
N -5.94634 4.78254 -4.60445
H -4.00455 3.12537 -2.60423
H -2.74890 3.33886 -1.38322
H -4.45443 3.38537 -0.91125
H -3.02227 5.42457 -2.69731
H -3.42349 5.66900 -1.00633
H -5.08590 6.80285 -2.35716
H -5.85890 5.46524 -1.52796
C 8.57816 5.91070 6.92142
C 9.81136 6.42605 7.65442
C 11.01762 5.49187 7.53052
C 10.78892 4.20073 8.17942
N 10.60634 3.18580 8.68440
H 8.22856 4.96601 7.34335
H 7.76316 6.63115 7.00277
H 8.78846 5.75644 5.86053
H 9.56596 6.58537 8.70689
H 10.08291 7.39987 7.24043
H 11.88593 5.96772 7.99208
H 11.26528 5.33726 6.47785

Output
- E_HOMO: -0.3368 Ha
- E_tot: -107508.9840 eV
- LUMO energy: -1.7 eV
- Total charge: +1
- Frontier orbital gap: 7.480 eV
- Molar mass: 1097.58 g mol⁻¹

***

# 2
# C62H135N7O24

A 12-piece molecular cluster, C62H135N7O24 overall (wB97M-V/def2-TZVPD, OMol25).

CARTESIAN COORDINATES (ANGSTROEM)
C -4.59935 3.52489 25.05930
O -3.49710 4.32218 24.75321
C -2.60088 4.69240 25.86021
C -2.06350 3.55858 26.74603
N -1.40436 4.17677 27.94465
C -0.87575 3.14166 28.83562
C -1.93960 2.34278 29.64822
O -2.42641 3.19177 30.66798
C -3.59376 2.68470 31.29489
H -5.13628 4.05201 25.84794
H -4.39099 2.49393 25.34530
H -5.27061 3.45402 24.20345
H -3.21863 5.38865 26.42743
H -1.72732 5.19500 25.44503
H -1.48754 2.84103 26.16164
H -2.98553 3.04218 27.01304
H -2.03217 4.76033 28.47888
H -0.19775 3.59340 29.55974
H -0.29932 2.41553 28.26242
H -1.42523 1.47665 30.06457
H -2.73012 1.96386 29.00045
H -3.47748 1.76135 31.86235
H -4.35834 2.45159 30.55383
H -4.00845 3.44852 31.95271
C -8.35545 -2.06285 23.23722
O -7.45631 -2.79323 23.94867
C -7.99668 -3.81523 24.74155
C -6.81700 -4.38779 25.60823
N -7.38394 -5.15804 26.71977
C -6.41288 -6.05628 27.39629
C -5.17258 -5.40432 28.00371
O -4.44122 -6.46586 28.66996
C -3.30565 -6.10844 29.48974
H -7.87224 -1.29927 22.62764
H -9.11837 -1.57681 23.84535
H -8.85815 -2.69482 22.50510
H -8.35775 -4.64490 24.13380
H -8.83188 -3.50121 25.36760
H -6.21963 -3.59092 26.05122
H -6.18590 -4.98863 24.95340
H -7.74995 -4.53080 27.42170
H -6.06365 -6.91191 26.81832
H -6.94048 -6.58877 28.18761
H -5.45628 -4.62306 28.70886
H -4.57048 -4.89223 27.25315
H -2.48999 -5.83406 28.82078
H -3.01939 -7.08178 29.88819
H -3.57893 -5.43022 30.29810
C -11.88938 -3.22046 25.14025
O -12.60844 -2.38373 26.08640
C -11.95089 -2.20319 27.33594
C -12.86979 -1.30520 28.21703
N -12.13074 -0.39393 29.11807
C -11.58859 -1.05764 30.31823
C -11.11669 -0.05065 31.38890
O -10.60906 -0.68370 32.50042
C -11.55453 -1.28312 33.36381
H -12.64827 -3.54174 24.42683
H -11.46902 -4.06540 25.68565
H -11.10553 -2.69972 24.59023
H -11.04981 -1.64248 27.08741
H -11.63157 -3.17494 27.71256
H -13.74595 -1.73355 28.70381
H -13.45541 -0.62077 27.60327
H -12.77004 0.26538 29.53844
H -10.77762 -1.73109 30.04096
H -12.30940 -1.74902 30.75475
H -11.94391 0.57207 31.72951
H -10.37249 0.61240 30.94770
H -11.05656 -1.74645 34.21555
H -12.05843 -2.11509 32.87186
H -12.24038 -0.55986 33.80496
C -5.07439 5.06692 21.73550
O -6.49981 5.11815 22.03881
C -7.22058 6.16697 21.45082
C -8.66214 5.92934 21.95713
N -8.82521 6.16883 23.38598
C -10.06024 5.64846 23.93959
C -10.10071 4.12662 23.94145
O -9.28583 3.71436 25.00292
C -9.31696 2.31590 25.22870
H -4.66886 5.98855 22.15291
H -4.91268 5.00626 20.65927
H -4.56868 4.24287 22.23876
H -7.25664 5.83304 20.41385
H -6.83812 7.18504 21.52400
H -9.00743 4.95332 21.61613
H -9.40779 6.56974 21.48597
H -8.12891 5.60900 23.85700
H -10.86776 6.03633 23.31865
H -10.15499 6.08500 24.93384
H -9.86881 3.64495 22.99154
H -11.11632 3.75568 24.07939
H -8.60886 2.06356 26.01802
H -9.03847 1.74070 24.34570
H -10.25364 1.83513 25.51082
C -7.20718 2.93963 28.97797
O -6.90458 2.82128 30.40115
C -7.01258 1.40412 30.83191
C -6.73697 1.40026 32.39518
N -7.45144 2.44244 33.12659
C -8.79051 2.00763 33.41393
C -9.72160 3.24991 33.61451
O -9.68401 4.20249 32.52593
C -10.21353 3.73631 31.29782
H -8.03236 2.32611 28.61636
H -6.34412 2.57822 28.41886
H -7.42486 3.98272 28.74845
H -6.42191 0.68984 30.25832
H -8.06320 1.16214 30.67148
H -5.68761 1.62662 32.58413
H -6.89945 0.41517 32.83257
H -7.56164 3.22119 32.49295
H -8.83388 1.35616 34.28674
H -9.29448 1.41198 32.65281
H -9.32323 3.79478 34.47036
H -10.71969 2.86557 33.82471
H -10.22782 4.53464 30.55582
H -11.13025 3.14722 31.27138
H -9.48822 2.99593 30.96038
C -4.01553 -1.65931 32.52167
O -4.15473 -2.13146 31.15979
C -3.34058 -1.34701 30.26628
C -3.32349 -1.81041 28.73218
N -4.59220 -1.72729 27.98797
C -4.93019 -0.40052 27.50853
C -6.38920 -0.31580 27.04813
O -7.14403 -0.74359 28.20682
C -8.47996 -0.85151 27.84596
H -4.45058 -2.37885 33.21528
H -4.42775 -0.65601 32.62919
H -2.96899 -1.56352 32.81100
H -2.29757 -1.14856 30.51297
H -3.67815 -0.31557 30.36765
H -2.94345 -2.82978 28.66456
H -2.51761 -1.21912 28.29737
H -5.32263 -1.58247 28.67032
H -4.26402 0.01248 26.75106
H -4.81710 0.27070 28.35985
H -6.47040 -0.92219 26.14600
H -6.57180 0.70033 26.69851
H -8.97738 -1.11077 28.78055
H -8.65019 -1.62872 27.10094
H -8.97374 0.06093 27.51167
C 1.24387 1.03733 25.97201
O 1.12238 0.41165 27.22371
C 0.56375 -0.84827 27.31985
C 0.62357 -1.35169 28.75846
N 0.17215 -2.73386 28.73949
C 0.11746 -3.28801 30.09509
C 0.38992 -4.78925 30.04981
O 1.82498 -5.01372 30.14332
C 2.34757 -6.31084 30.18956
H 1.96861 0.57398 25.30257
H 1.70526 2.01914 26.07822
H 0.27774 1.21125 25.49826
H 1.17070 -1.49165 26.68286
H -0.46936 -0.86313 26.97266
H -0.04095 -0.75645 29.38472
H 1.68669 -1.28137 28.98854
H 0.76006 -3.32892 28.17349
H -0.85643 -3.15347 30.56578
H 0.84822 -2.70997 30.66073
H 0.07980 -5.37211 29.18251
H -0.06242 -5.28531 30.90854
H 2.08322 -6.72166 31.16397
H 3.42549 -6.19982 30.07186
H 2.05278 -6.89964 29.32093
O -3.76321 -2.25165 35.54650
C -3.09479 -1.76858 36.46228
C -2.02289 -2.43382 37.28154
C -1.90346 -1.47565 38.47116
C -2.44525 -0.17703 37.95727
O -3.23933 -0.46859 36.84348
H -2.45047 -3.38896 37.58647
H -1.09865 -2.54145 36.71383
H -2.50438 -1.85141 39.29929
H -0.93315 -1.34877 38.95126
H -3.03799 0.38295 38.68059
H -1.62813 0.46112 37.62085
O -1.92511 0.40014 25.01093
C -2.59900 -0.55670 24.66525
C -2.39123 -1.99443 25.03178
C -3.71661 -2.52985 24.58209
C -4.22234 -1.66877 23.45352
O -3.68247 -0.38146 23.87767
H -1.65019 -2.45295 24.37702
H -2.21858 -2.08926 26.10384
H -3.60530 -3.54762 24.20811
H -4.36913 -2.62938 25.44951
H -3.93476 -2.05042 22.47386
H -5.30688 -1.59251 23.37558
O -8.29253 -3.82936 29.08277
C -7.78295 -3.67196 30.20593
C -7.66030 -2.31829 30.98580
C -7.41182 -2.78465 32.38430
C -6.78492 -4.18825 32.20703
O -7.34077 -4.69209 30.98544
H -6.80297 -1.70366 30.71137
H -8.55239 -1.71339 30.82340
H -6.77007 -2.06858 32.89763
H -8.32494 -2.90245 32.96776
H -5.70969 -4.06572 32.07674
H -6.97180 -4.85092 33.05205
O 0.96797 0.10523 31.26582
C 0.41064 0.42662 32.36601
C 0.62412 1.67097 33.22698
C -0.71848 1.69793 34.00702
C -0.97657 0.25567 34.17485
O -0.62670 -0.22879 32.86238
H 1.44576 1.54876 33.93274
H 0.86719 2.54707 32.62577
H -0.67747 2.22768 34.95875
H -1.48400 2.25791 33.46989
H -0.46033 -0.30187 34.95635
H -2.06403 0.18272 34.18938
O 0.49005 -3.84773 34.60038
C -0.03354 -4.84316 34.11866
C -1.47671 -4.94606 33.65852
C -1.62878 -6.35156 33.15243
C -0.32745 -7.01974 33.62827
O 0.54856 -6.01566 34.07068
H -2.10714 -4.68768 34.50935
H -1.75813 -4.14401 32.97616
H -2.58867 -6.71278 33.52153
H -1.66796 -6.37177 32.06332
H -0.45480 -7.77189 34.40684
H 0.19263 -7.52268 32.81299

Output
- E_HOMO: -0.3049 Ha
- SMILES string: COCCNCCOC.COCCNCCOC.COCCNCCOC.COCCNCCOC.COCCNCCOC.COCCNCCOC.COCCNCCOC.O=C1CCCO1.O=C1CCCO1.O=C1CCCO1.O=C1CCCO1.O=C1CCCO1
- E_tot: -126041.9443 eV
- LUMO energy: 0.3 eV
- Total charge: 0
- Frontier orbital gap: 8.630 eV
- Molar mass: 1362.79 g mol⁻¹

***

The lowest LUMO energy belongs to which entry?
C61H99N11O3PS